(1)
C3H6BrI | ωB97M-V/def2-TZVPD

Last column: natural (NBO) charge in e.
Cartesian coordinates (Å):
C 0.20 1.28 -0.02  -0.730
C 0.29 -1.12 -0.28  -0.443
C 0.00 -0.07 0.59  0.173
Br 2.40 -1.42 -0.02  -0.045
I -3.24 -0.35 -0.03  -0.484
H 1.06 1.11 -0.58  0.231
H -0.74 1.54 -0.56  0.307
H 0.35 2.18 0.63  0.249
H -0.28 -2.00 0.01  0.271
H 0.36 -0.83 -1.29  0.240
H -0.40 -0.33 1.54  0.231

Computed properties:
E_HOMO (alpha / beta) = -8.628 / -8.623 eV
calculated total energy = -2989.516295 Eh
net charge = 0

---

(2)
C3H6BrN2O | ωB97M-V/def2-TZVPD

Last column: natural (NBO) charge in e.
Cartesian coordinates (Å):
C -1.90 -1.21 -0.13  0.581
C -0.41 -1.13 0.26  -0.329
C -0.35 1.20 -0.05  -0.060
N -2.32 -0.04 -0.66  -0.489
N 0.37 -0.01 -0.21  -0.560
O -2.39 -2.28 0.09  -0.463
Br -4.01 0.39 -0.07  0.416
H -0.44 -1.21 1.28  0.253
H 0.12 -1.99 -0.01  0.251
H -0.60 1.76 -0.89  0.226
H -0.71 1.56 0.92  0.230
H 1.38 -0.10 0.23  0.480
H 0.41 0.01 -1.24  0.462

Computed properties:
E_HOMO (alpha / beta) = -14.325 / -13.993 eV
calculated total energy = -2876.232407 Eh
net charge = +1